{"formula": "C32H73N5PtSSbSi2", "method": "the ωB97M-V functional and the def2-TZVPD basis", "charge": 3, "homo_ev": [-14.5, -14.6], "orbital_gap_ev": [3.594, 3.637], "species": ["Pt", "C", "C", "N", "C", "C", "S", "C", "C", "N", "H", "H", "H", "H", "H", "H", "H", "H", "H", "H", "H", "H", "H", "H", "C", "C", "N", "C", "N", "C", "C", "C", "N", "C", "H", "H", "H", "H", "H", "H", "H", "H", "H", "H", "H", "H", "H", "C", "C", "C", "C", "Sb", "C", "C", "C", "C", "C", "C", "C", "C", "H", "H", "H", "H", "H", "H", "H", "H", "H", "H", "H", "H", "H", "H", "H", "H", "H", "H", "H", "H", "H", "H", "H", "H", "H", "H", "H", "C", "Si", "C", "C", "C", "Si", "C", "C", "C", "H", "H", "H", "H", "H", "H", "H", "H", "H", "H", "H", "H", "H", "H", "H", "H", "H", "H", "H"], "xyz": [[-0.19, 0.10, -0.63], [-1.90, -1.14, -2.84], [-3.09, -1.02, -1.89], [-2.72, -0.24, -0.71], [-3.19, -0.78, 0.56], [-2.42, -2.01, 1.04], [-0.59, -1.83, 1.04], [-0.07, -3.05, -0.22], [-0.75, -2.90, -1.58], [-0.69, -1.52, -2.10], [-2.13, -1.87, -3.63], [-1.71, -0.17, -3.31], [-3.93, -0.58, -2.43], [-3.42, -2.02, -1.57], [-3.08, 0.71, -0.80], [-3.11, 0.01, 1.31], [-4.25, -1.07, 0.49], [-2.69, -2.19, 2.07], [-2.65, -2.90, 0.46], [1.01, -2.92, -0.30], [-0.27, -4.05, 0.18], [-0.30, -3.60, -2.28], [-1.80, -3.19, -1.48], [0.10, -1.46, -2.74], [0.64, 5.06, -2.23], [-0.42, 3.99, -2.44], [-0.07, 2.86, -1.62], [0.55, 2.94, -0.42], [0.68, 1.79, 0.25], [1.24, 1.83, 1.59], [2.30, 2.93, 1.72], [1.71, 4.26, 1.27], [1.03, 4.11, 0.00], [0.74, 5.34, -0.74], [0.37, 5.97, -2.76], [1.60, 4.70, -2.61], [-0.46, 3.68, -3.48], [-1.41, 4.38, -2.16], [-0.51, 1.95, -1.80], [1.66, 0.85, 1.81], [0.43, 2.02, 2.32], [3.17, 2.69, 1.10], [2.64, 3.00, 2.75], [2.50, 5.00, 1.15], [1.01, 4.64, 2.02], [1.55, 6.05, -0.54], [-0.19, 5.77, -0.37], [4.96, -2.57, -3.74], [3.51, -2.35, -3.37], [2.68, -1.96, -4.57], [2.93, -3.58, -2.69], [3.35, -0.61, -1.81], [3.95, 1.39, -2.89], [5.17, 1.12, -3.73], [2.73, 1.74, -3.72], [4.22, 2.44, -1.84], [4.52, -1.19, 0.16], [5.77, -1.92, -0.26], [4.83, 0.09, 0.89], [3.57, -2.07, 0.95], [4.99, -3.28, -4.56], [5.53, -2.99, -2.92], [5.44, -1.66, -4.08], [2.53, -2.84, -5.20], [3.18, -1.21, -5.18], [1.69, -1.59, -4.30], [2.98, -4.42, -3.38], [1.89, -3.44, -2.42], [3.50, -3.87, -1.81], [4.94, 0.47, -4.57], [5.99, 0.70, -3.15], [5.53, 2.07, -4.14], [2.50, 0.97, -4.44], [2.93, 2.66, -4.28], [1.86, 1.91, -3.08], [5.09, 2.20, -1.24], [3.36, 2.58, -1.18], [4.42, 3.39, -2.33], [6.38, -1.32, -0.94], [5.55, -2.88, -0.73], [6.38, -2.12, 0.62], [5.52, 0.72, 0.34], [5.32, -0.16, 1.84], [3.93, 0.64, 1.13], [3.37, -3.00, 0.44], [2.63, -1.55, 1.15], [4.03, -2.31, 1.90], [0.43, 1.91, 5.59], [-0.87, 0.71, 4.89], [-0.07, -1.00, 4.47], [-2.31, 0.49, 6.10], [-1.43, 1.32, 3.19], [-2.54, 2.83, 2.95], [-1.70, 4.46, 3.46], [-4.20, 2.69, 3.86], [-2.81, 2.85, 1.03], [0.52, 1.77, 6.66], [0.14, 2.94, 5.42], [1.41, 1.76, 5.15], [0.48, -1.33, 5.34], [0.62, -0.93, 3.63], [-0.81, -1.75, 4.25], [-2.05, -0.18, 6.91], [-3.20, 0.09, 5.62], [-2.57, 1.45, 6.55], [-1.30, 0.64, 2.36], [-1.05, 4.33, 4.33], [-2.45, 5.19, 3.74], [-1.11, 4.90, 2.67], [-4.06, 2.82, 4.93], [-4.70, 1.74, 3.69], [-4.88, 3.48, 3.52], [-2.06, 2.28, 0.50], [-2.77, 3.87, 0.68], [-3.80, 2.47, 0.80]]}